Record 1
Formula: C27H26FNS
Source: the Open Molecules 2025 dataset
Level of theory: wB97M-V/def2-TZVPD

Last column: Löwdin charge in e.
CARTESIAN COORDINATES (ANGSTROEM)
C: -4.46062 -1.49626 2.78795  -0.10
C: -3.32044 -0.51595 2.51567  -0.21
C: -1.96455 -1.13970 2.75173  -0.29
F: -1.96827 -2.41890 2.17260  -0.03
C: -0.78622 -0.39639 2.15834  -0.16
C: 0.44969 -1.04808 2.14584  -0.03
C: 1.56206 -0.43352 1.59293  -0.08
C: 1.45769 0.86394 1.10761  -0.45
C: 0.23139 1.52760 1.13129  -0.25
C: -0.89807 0.88654 1.64068  0.04
N: 0.15819 2.84794 0.64243  0.08
C: 0.74961 3.07744 -0.61386  -0.27
C: 0.08808 3.77625 -1.62022  -0.02
C: 0.73733 4.02007 -2.82188  -0.09
C: 2.01738 3.53941 -3.06047  -0.09
C: 2.66403 2.80211 -2.07524  -0.10
C: 2.03798 2.59695 -0.85349  -0.45
S: 2.85632 1.75793 0.48187  1.03
H: -5.41252 -1.00335 2.62001  0.07
H: -4.41087 -2.35906 2.13475  0.07
H: -4.41622 -1.83878 3.82079  0.07
H: -3.44907 0.34463 3.16722  0.12
H: -3.40103 -0.18441 1.48455  0.11
H: -1.79983 -1.31145 3.81434  0.15
H: 0.54283 -2.04799 2.53647  0.11
H: 2.51641 -0.93456 1.56002  0.11
H: -1.83638 1.41692 1.64326  0.11
H: -0.76809 3.23926 0.71330  0.13
H: -0.91247 4.13763 -1.44486  0.11
H: 0.22071 4.57885 -3.58860  0.10
H: 2.53748 3.70563 -3.98896  0.09
H: 3.65233 2.39860 -2.22058  0.10
C: -6.37441 -7.31321 3.04339  -0.10
C: -5.06482 -7.53258 2.63900  -0.10
C: -4.10200 -6.55315 2.84069  -0.09
C: -4.44886 -5.35359 3.44635  -0.10
C: -5.75962 -5.13279 3.84656  -0.10
C: -6.72236 -6.11223 3.64617  -0.10
H: -7.12435 -8.07820 2.88828  0.10
H: -4.79449 -8.46743 2.16500  0.10
H: -3.08085 -6.72383 2.52514  0.10
H: -3.69792 -4.58944 3.60357  0.09
H: -6.03127 -4.19471 4.31411  0.10
H: -7.74427 -5.93957 3.95874  0.10
C: 6.63256 3.85427 -6.49055  -0.10
C: 7.72324 3.26927 -5.86235  -0.10
C: 7.77929 3.21330 -4.47654  -0.10
C: 6.74497 3.74401 -3.71827  -0.10
C: 5.65611 4.33249 -4.34660  -0.10
C: 5.59896 4.38678 -5.73245  -0.10
H: 6.58778 3.89481 -7.57124  0.10
H: 8.53066 2.85668 -6.45342  0.10
H: 8.62938 2.75578 -3.98717  0.10
H: 6.78719 3.69913 -2.63744  0.10
H: 4.85108 4.74978 -3.75427  0.09
H: 4.74915 4.84514 -6.22222  0.10

Results
LUMO level in eV: 0.716
HOMO in eV: -7.8
2S+1: 1
Frontier orbital gap in eV: 8.537
Total charge: 0
DFT total energy in eV: -43464.2658

Record 2
Formula: C27H26FeI2N5OS
Source: the Open Molecules 2025 dataset
Level of theory: wB97M-V/def2-TZVPD

Last column: Löwdin spin population.
CARTESIAN COORDINATES (ANGSTROEM)
Fe: -0.89373 -0.53344 -0.75500  4.12
N: -4.72486 1.37497 0.01944  0.01
C: -3.54144 0.78301 0.29939  0.01
S: -3.43326 -0.94074 0.20656  0.09
N: -2.56736 1.57628 0.68294  0.00
N: -1.41692 0.84256 0.81404  0.07
C: -0.76544 0.87298 1.91404  0.01
C: -1.13956 1.67325 3.10007  0.00
C: -1.39827 3.03577 2.98782  0.00
C: -1.73083 3.77145 4.11346  0.00
C: -1.82536 3.15133 5.35219  0.00
C: -1.58098 1.79019 5.46620  0.00
C: -1.23155 1.05538 4.34363  0.00
C: 0.41490 -0.02744 1.96201  0.00
C: 1.44639 0.13110 2.87664  0.00
C: 2.52730 -0.73121 2.81090  0.00
C: 2.54744 -1.71848 1.83844  0.00
C: 1.48148 -1.79978 0.95969  0.00
N: 0.43369 -0.98336 1.02784  0.04
H: -5.52646 0.80019 -0.15546  0.00
H: -4.83240 2.35878 0.19133  0.00
H: -1.34808 3.50802 2.01584  0.00
H: -1.92538 4.83202 4.02192  0.00
H: -2.09385 3.72810 6.22770  0.00
H: -1.66349 1.29986 6.42714  0.00
H: -1.04670 -0.00922 4.42893  0.00
H: 1.40232 0.92809 3.60488  0.00
H: 3.35158 -0.62375 3.50372  0.00
H: 3.37197 -2.41139 1.75059  0.00
H: 1.45803 -2.54325 0.17311  0.00
I: -1.26972 -3.81087 2.53135  0.00
C: -2.29805 -4.05125 0.70167  0.00
I: -1.23066 -3.45148 -1.03251  0.05
H: -3.20261 -3.45797 0.74569  0.00
H: -2.50018 -5.10666 0.57125  0.00
C: -1.48121 1.42120 -2.79334  0.03
O: -1.86708 0.28881 -2.06623  0.32
H: -2.36982 1.96738 -3.12200  0.00
H: -0.89518 1.14307 -3.67885  0.01
H: -0.86382 2.10323 -2.19690  0.01
C: 3.25935 2.90006 -2.15363  0.01
C: 2.40173 2.75360 -1.07384  0.00
C: 1.61993 1.61780 -0.93798  0.01
C: 1.65618 0.58721 -1.88765  0.01
C: 2.52017 0.75479 -2.98319  0.01
C: 3.30563 1.88754 -3.10381  0.00
N: 0.82305 -0.51831 -1.76046  0.12
C: 1.09657 -1.64366 -2.55884  0.01
C: 0.12104 -2.13895 -3.42901  0.01
C: 0.34095 -3.31159 -4.14516  0.00
C: 1.54020 -3.99472 -4.02289  0.01
C: 2.52634 -3.49330 -3.17862  0.00
C: 2.30910 -2.33523 -2.45306  0.01
H: 3.87308 3.78456 -2.25714  0.00
H: 2.33828 3.53123 -0.32190  0.00
H: 0.95881 1.53625 -0.08899  0.00
H: 2.56066 -0.00800 -3.74942  0.00
H: 3.95673 1.98647 -3.96396  0.00
H: -0.80499 -1.58454 -3.53526  0.00
H: -0.43050 -3.68327 -4.80809  0.00
H: 1.71077 -4.90567 -4.58088  0.00
H: 3.46988 -4.01609 -3.08150  0.00
H: 3.07614 -1.94293 -1.79487  0.00

Results
LUMO level (spin up / spin down) in eV: -0.379 / -0.939
HOMO (spin up / spin down) in eV: -7.1 / -7.0
2S+1: 6
Frontier orbital gap (spin up / spin down) in eV: 6.722 / 6.060
Total charge: 0
Energy above the lowest of the compared OMol25 structures with the same formula, charge and spin in kJ/mol: 0.0
DFT total energy in eV: -99342.2708

Record 3
Formula: C27H26MnN6O2S2Te2
Source: the Open Molecules 2025 dataset
Level of theory: wB97M-V/def2-TZVPD

Last column: Löwdin spin population.
CARTESIAN COORDINATES (ANGSTROEM)
Mn: 1.10617 -0.64876 -0.06809  2.10
S: 2.05899 1.34163 -0.42959  -0.03
C: 0.58399 2.18860 -0.89829  -0.03
N: 0.59488 3.44414 -1.37319  0.36
N: 1.80265 3.99162 -1.50402  0.15
C: 1.96661 5.27359 -1.98184  0.00
C: 0.87552 6.08415 -2.30805  0.03
C: 1.09741 7.36634 -2.78150  0.00
C: 2.38407 7.86510 -2.93949  0.03
C: 3.46508 7.05471 -2.61327  0.00
C: 3.26515 5.77111 -2.13916  0.03
N: -0.59664 1.62546 -0.80072  0.27
N: -0.63796 0.34206 -0.35461  0.06
C: -1.94099 -0.07497 -0.23982  0.02
C: -2.22905 -1.25690 0.53825  0.01
C: -3.55540 -1.79070 0.58153  0.04
C: -4.59457 -1.11659 -0.06256  0.03
C: -4.30362 0.04982 -0.74394  0.00
C: -3.01918 0.58198 -0.83147  0.02
H: 2.62376 3.43011 -1.29848  0.00
H: -0.12285 5.69125 -2.18259  0.00
H: 0.24543 7.98740 -3.03141  0.00
H: 2.54333 8.86919 -3.31055  0.00
H: 4.47617 7.42536 -2.72996  0.00
H: 4.11092 5.14096 -1.88647  0.00
H: -1.43532 -1.96305 0.69712  0.00
H: -2.92366 -3.41917 1.76124  0.03
H: -5.59726 -1.52217 -0.03126  0.00
H: -5.10529 0.57463 -1.25157  0.00
H: -2.83841 1.48640 -1.38920  0.00
C: 1.08687 -2.21710 3.79086  0.01
C: 1.00694 -1.99080 2.32189  0.03
N: 1.36468 -0.86261 1.79932  -0.05
O: 1.81545 0.10851 2.66989  -0.02
C: 0.54468 -2.97642 1.38296  -0.01
C: 0.05142 -4.32902 1.78015  0.00
N: 0.51280 -2.54697 0.12442  0.00
O: 0.11553 -3.26996 -0.83002  0.04
H: 0.39459 -1.53738 4.29016  0.00
H: 2.09381 -1.99141 4.14306  0.00
H: 0.82631 -3.24055 4.04382  0.00
H: 1.96718 0.86662 2.07977  0.00
H: 0.85617 -4.96145 2.16385  0.00
H: -0.37102 -4.81036 0.89964  0.00
H: -0.71761 -4.25468 2.55292  0.00
Te: -2.67950 -0.60834 2.69784  0.03
C: -3.71422 -3.24822 1.01427  0.07
C: -5.03612 -3.52467 1.65431  0.22
C: -5.89830 -4.45064 1.16688  0.02
C: -5.58635 -5.21859 0.02021  0.33
C: -4.34385 -5.03168 -0.62515  0.02
C: -3.44312 -4.12098 -0.17795  0.23
H: -5.27558 -2.93191 2.52926  0.01
H: -6.84781 -4.61021 1.66554  -0.01
H: -6.29177 -5.94740 -0.35540  0.02
H: -4.10419 -5.63149 -1.49578  -0.01
H: -2.48555 -3.98547 -0.67180  0.01
Te: 3.32435 -1.88328 -0.69306  -0.07
C: 4.73052 -0.32316 -0.75704  0.00
C: 5.38333 0.26134 0.29214  0.00
C: 6.22777 1.33526 -0.09835  0.00
C: 6.20772 1.54922 -1.44472  0.00
S: 5.16715 0.44076 -2.22928  0.00
H: 5.24294 -0.06140 1.31473  0.00
H: 6.81915 1.92213 0.59126  0.00
H: 6.75574 2.28902 -2.00767  0.00

Results
LUMO level (spin up / spin down) in eV: 1.629 / 1.603
HOMO (spin up / spin down) in eV: -4.0 / -4.4
2S+1: 5
Frontier orbital gap (spin up / spin down) in eV: 5.624 / 6.014
Total charge: -1
Energy above the lowest of the compared OMol25 structures with the same formula, charge and spin in kJ/mol: 0.0
DFT total energy in eV: -109029.1683

- total charge of number 2 (C27H26FeI2N5OS)?
  0